This record from OMol25 describes 2 unconnected molecules or ions with the total composition C8H18N2O2P. The level of theory is ωB97M-V with the def2-TZVPD basis set.

XYZ file:
```
31
Properties=species:S:1:pos:R:3:forces:R:3:lowdin_charge:R:1
H -0.722 -4.764 0.730 1.19 0.79 0.62 0.1061
C 1.173 1.105 -1.179 0.04 -1.20 -1.02 -0.1224
H -1.784 -2.126 2.573 0.21 1.49 -2.21 0.1356
C -1.684 1.213 -0.605 1.06 -0.98 2.93 -0.1037
H 1.098 0.705 2.327 0.00 -0.10 0.16 0.1167
H -0.946 1.234 1.506 -0.95 0.23 -1.11 0.1289
C 1.431 2.422 1.046 2.32 1.62 -0.62 -0.0524
H -1.272 0.068 -2.382 -0.39 1.18 0.31 0.1129
N -1.511 -1.649 1.643 1.87 -4.37 2.13 -0.0005
H 2.367 3.015 0.628 -2.12 -1.63 0.42 0.1603
H -2.749 1.021 -0.353 0.74 0.46 -0.14 0.1153
H 0.840 -0.897 1.360 0.26 -1.01 -1.04 0.0793
H 1.070 -0.004 -1.457 1.05 0.95 1.00 0.1166
H -0.520 -2.099 -1.543 -1.13 -1.41 2.85 0.1935
C -0.755 1.281 0.401 -2.05 -0.24 0.72 -0.0729
C 0.220 1.665 -2.262 -1.21 -1.50 1.13 -0.1598
H 0.572 1.370 -3.241 -0.02 -0.17 -0.19 0.1072
H 0.912 3.087 1.727 -0.26 -0.41 0.07 0.1079
H 2.406 0.406 1.156 2.04 -0.74 -0.47 0.0913
P -0.408 -2.523 0.717 0.80 -0.03 2.10 0.4546
O 0.920 -1.742 0.809 0.48 1.13 0.82 -0.1090
C 0.681 1.364 0.267 1.42 0.95 -2.79 -0.4697
H 0.890 -4.542 1.333 -0.68 1.08 -0.04 0.1073
O -0.941 -2.572 -0.702 0.10 1.59 -4.38 -0.1064
H 2.213 1.543 -1.389 -1.36 -1.09 0.50 0.1492
H -2.080 1.701 -2.573 0.98 -0.44 -0.15 0.1236
C -1.283 1.149 -2.016 1.22 0.13 -1.62 -0.1737
N -0.001 -4.085 1.084 -2.05 -0.25 -0.44 -0.0178
H -2.092 -1.006 1.183 -1.12 0.82 -0.51 0.0293
C 1.583 0.977 1.391 -1.82 0.76 1.13 -0.1322
H 0.373 2.685 -2.178 -0.62 2.42 -0.16 0.0848
```
Forces are in eV/Å.

charge: +1
spin multiplicity: 1
HOMO energy: -11.99 eV
electronic energy: -916.74246 a.u.
energy above the lowest of the compared OMol25 structures with the same formula, charge and spin: 0.000 eV